[1]
Computed, not measured: a molecular structure, C5H11NO, with ωB97M-V with the def2-TZVPD basis set.

E_HOMO = -9.5 eV
Energy relative to the best compared isomer or geometry (same formula, charge and spin) = 515.6 kJ/mol
Calculated total energy = -8896.3534 eV
Multiplicity = 1
Max |F| = 0.183 hartree/bohr
Kohn-Sham gap = 10.179 eV

Last column: Löwdin charge in e.
Element x y z (Å)
H (2.5317, -1.1360, 1.2226)  0.173
H (0.9396, -2.5233, 0.5808)  0.152
H (-4.1267, 0.6137, 0.4929)  0.026
H (1.7331, -0.5216, -1.6366)  0.178
C (-3.1521, 0.1453, 0.3832)  -0.070
C (0.6399, 1.8416, -0.6816)  0.015
H (-0.4298, 1.5090, -0.9017)  0.101
O (0.8776, 0.4707, 1.2935)  0.055
H (-2.3176, 0.8184, 0.9254)  0.084
H (-3.4490, -1.4182, -0.9814)  -0.010
C (1.1350, 0.6178, 0.1435)  -0.581
N (1.3508, -0.4907, -0.6305)  -0.091
H (1.0954, 1.9168, -1.5794)  0.017
H (0.7452, 2.7227, 0.0050)  0.101
H (-1.7061, -1.1696, -0.4294)  0.040
H (2.5592, -2.2107, -0.7306)  0.124
C (1.8148, -1.5160, 0.0997)  -0.255
C (-2.7794, -0.9106, -0.4286)  -0.055

***

[2]
Computed, not measured: a single C5H11NO molecule, with ωB97M-V with the def2-TZVPD basis set.

E_HOMO = -9.4 eV
Energy relative to the best compared isomer or geometry (same formula, charge and spin) = 56.0 kJ/mol
Calculated total energy = -8901.1168 eV
Multiplicity = 1
Max |F| = 0.019 hartree/bohr
SMILES = CCCNC(C)=O
Kohn-Sham gap = 10.282 eV

Last column: Löwdin charge in e.
Element x y z (Å)
H (-2.3959, -0.8827, -0.4798)  0.072
C (-2.0178, 0.0432, -0.9287)  -0.107
H (-1.3879, -0.4225, 1.7371)  0.110
H (-2.8384, 0.5176, -1.4782)  0.070
H (-2.2806, 1.3403, 0.8042)  0.105
H (-0.3819, 1.0254, 1.9708)  0.115
C (-0.6587, 0.2368, 1.2460)  -0.165
H (-1.2368, -0.2210, -1.6486)  0.065
C (2.7099, -0.6934, -0.4606)  -0.007
H (0.9669, -1.3366, 1.3774)  0.135
H (2.8937, -1.7444, -0.2230)  0.072
H (-0.9664, 1.8316, -0.2687)  0.100
O (0.8931, 0.6995, -0.9954)  0.019
N (0.5375, -0.5971, 0.8172)  0.068
C (-1.4716, 0.9600, 0.1608)  -0.277
H (3.4074, -0.0782, 0.1217)  0.085
C (1.2961, -0.1661, -0.2360)  -0.539
H (2.9316, -0.5125, -1.5161)  0.081

***

[3]
Computed, not measured: 2 unconnected molecules or ions with the total composition C5H11NO, with ωB97M-V with the def2-TZVPD basis set.

E_HOMO (alpha / beta) = -14.3 / -14.3 eV
Charge = +1
Energy relative to the best compared isomer or geometry (same formula, charge and spin) = 275.6 kJ/mol
Calculated total energy = -8890.4798 eV
Multiplicity = 2
Max |F| = 0.040 hartree/bohr
Kohn-Sham gap (alpha / beta) = 8.520 / 6.739 eV

Last column: Mulliken spin population.
Element x y z (Å)
N (1.2650, -1.5288, -0.4449)  0.211
H (-2.8348, -0.5428, -1.0157)  -0.001
H (1.4288, -0.9893, -2.4107)  0.021
H (1.3995, -1.6701, 1.5626)  0.023
C (0.8239, -1.2576, 0.7610)  0.156
C (0.7697, -1.2989, -1.5924)  0.072
H (-1.5675, -1.7742, -0.4375)  -0.004
H (-1.7137, 1.0157, 0.8398)  -0.002
C (-1.2111, 0.2544, 0.2544)  0.037
H (-0.2253, -1.5065, -1.9802)  0.025
C (-2.1600, -0.8669, -0.2365)  0.050
H (0.0988, 0.2960, 2.0041)  0.019
C (-0.1286, -0.2828, 1.1113)  0.375
H (-0.7130, 0.7465, -0.5980)  0.028
H (2.4187, 2.8464, 0.7771)  0.000
O (2.4289, 3.8091, 0.8458)  0.000
H (-2.6931, -1.2591, 0.6417)  -0.009
H (2.6137, 4.0088, -0.0818)  0.000

***

[4]
Computed, not measured: a gas-phase ion, C5H11NO (charge +1), with ωB97M-V with the def2-TZVPD basis set.

E_HOMO (alpha / beta) = -14.0 / -14.0 eV
Charge = +1
Energy relative to the best compared isomer or geometry (same formula, charge and spin) = 122.5 kJ/mol
Calculated total energy = -8892.0665 eV
Multiplicity = 2
Max |F| = 0.038 hartree/bohr
Kohn-Sham gap (alpha / beta) = 9.834 / 6.471 eV

Last column: Mulliken spin population.
Element x y z (Å)
H (1.0088, 0.8057, 2.8696)  0.000
C (-0.3124, -1.0361, -0.8654)  0.107
H (-0.9835, -3.0205, -0.3776)  0.016
H (-0.9595, -0.1350, -2.5335)  -0.008
C (0.7300, 0.0037, -0.6319)  0.048
N (-1.0674, -0.9666, -1.9625)  0.272
H (-1.1042, -1.8042, -2.5365)  -0.003
C (-0.1801, 1.2761, 1.3528)  -0.001
C (0.1647, 1.3490, -0.1387)  0.007
H (0.6985, 2.2925, -0.2001)  0.001
H (1.3428, 0.1180, -1.5287)  -0.010
H (-0.6347, 0.3229, 1.6152)  0.002
O (1.0767, 1.2786, 2.0360)  0.001
H (0.0497, -2.2038, 0.9295)  0.044
H (-0.7654, 1.5563, -0.6791)  -0.003
C (-0.3970, -2.1737, -0.0581)  0.510
H (1.4018, -0.3167, 0.1636)  0.015
H (-0.7748, 2.1462, 1.6326)  0.000

***

[5]
Computed, not measured: a gas-phase ion, C5H11NO (charge +1), with ωB97M-V with the def2-TZVPD basis set.

E_HOMO (alpha / beta) = -16.1 / -15.9 eV
Charge = +1
Energy relative to the best compared isomer or geometry (same formula, charge and spin) = 155.8 kJ/mol
Calculated total energy = -8891.7213 eV
Multiplicity = 2
Max |F| = 0.061 hartree/bohr
Kohn-Sham gap (alpha / beta) = 12.570 / 7.277 eV

Last column: Mulliken spin population.
Element x y z (Å)
N (-0.7652, -0.3568, -0.4211)  0.786
C (0.4437, -0.9399, 0.1184)  -0.063
H (-3.3392, -0.0885, -0.2963)  0.002
H (1.5216, 0.0365, 1.6519)  -0.006
C (1.5738, -0.0599, 0.5689)  -0.009
H (-3.4579, 1.6858, -0.4379)  -0.008
C (-1.4558, 0.9653, -0.4543)  0.006
C (-2.8737, 0.8674, -0.0116)  0.056
H (-3.0903, 1.0165, 1.0503)  0.001
O (0.5268, -2.1298, 0.0799)  0.232
H (-0.7810, 1.5067, 0.2102)  0.000
H (-1.1328, -1.0962, -1.0386)  -0.039
C (2.9027, -0.7268, 0.1814)  -0.005
H (2.8701, -1.0860, -0.8462)  0.002
H (-1.3051, 1.2182, -1.5090)  0.044
H (3.7493, -0.0664, 0.3393)  0.000
H (1.5970, 0.9315, 0.1086)  0.000
H (3.0159, -1.6776, 0.7061)  0.000

***

[6]
Computed, not measured: 3 unconnected molecules or ions with the total composition C5H11NO2, with ωB97M-V with the def2-TZVPD basis set.

E_HOMO (alpha / beta) = -3.7 / -3.7 eV
Charge = -1
Energy relative to the best compared isomer or geometry (same formula, charge and spin) = 369.8 kJ/mol
Calculated total energy = -10944.0046 eV
Multiplicity = 2
Max |F| = 0.044 hartree/bohr
Kohn-Sham gap (alpha / beta) = 7.489 / 6.132 eV

Last column: Mulliken spin population.
Element x y z (Å)
H (3.0786, 1.8016, -0.7382)  0.000
H (-1.8858, 0.7074, -1.0066)  -0.004
C (-0.5713, 2.3101, -0.5956)  0.001
H (0.2024, 2.8824, -1.1136)  0.000
H (-2.1375, -2.5364, -0.0788)  -0.016
H (0.6108, -0.5439, -0.9907)  -0.003
H (-2.3020, 2.4219, -1.7822)  0.000
H (-0.1289, -1.2235, 2.5297)  0.025
H (-1.7149, -2.0926, 2.2010)  0.015
C (-0.4585, -1.7345, 0.4664)  -0.044
O (1.2617, -0.0873, 0.9145)  0.006
C (-1.6599, 1.7479, -1.2224)  0.003
C (-0.7987, -1.6536, 1.8092)  0.553
O (2.1305, 1.7185, -0.7134)  0.000
H (1.4952, -1.8520, -0.1263)  -0.007
H (-0.5573, 2.3779, 0.4860)  0.000
C (0.7816, -1.0063, -0.0252)  -0.005
N (-1.2875, -2.1342, -0.4768)  0.475
H (1.6477, 0.6762, 0.3419)  0.000

***

[7]
Computed, not measured: a gas-phase ion, C5H11NO2 (charge -1), with ωB97M-V with the def2-TZVPD basis set.

E_HOMO (alpha / beta) = 0.7 / -3.1 eV
Charge = -1
Energy relative to the best compared isomer or geometry (same formula, charge and spin) = 311.5 kJ/mol
Calculated total energy = -10944.6086 eV
Multiplicity = 2
Max |F| = 0.142 hartree/bohr
Kohn-Sham gap (alpha / beta) = 2.822 / 6.576 eV

Last column: Mulliken spin population.
Element x y z (Å)
C (-0.7283, -1.0191, 0.0093)  0.067
C (-2.1034, -0.5366, 0.4486)  0.014
H (3.2092, -0.6946, -0.7030)  0.017
H (0.9806, 1.9132, 1.0986)  -0.013
H (-0.8452, -1.1737, -1.0837)  0.007
N (0.4767, -0.0764, 0.3427)  -0.006
H (-0.4579, -1.9751, 0.4827)  -0.002
H (3.1133, 1.0255, -0.3828)  0.036
O (0.3629, 1.2330, -1.5388)  0.225
C (0.2738, 1.1023, 1.3046)  0.121
C (1.1082, 0.5041, -0.8235)  0.675
H (-2.2126, 0.4326, -0.0759)  -0.010
H (-2.9907, -1.8864, -0.8340)  -0.003
C (2.6977, 0.3135, -0.9998)  -0.096
O (-3.1079, -1.2742, 0.0067)  0.009
H (-0.7389, 1.5633, 1.0076)  0.023
H (2.9284, 0.3256, -2.1230)  0.019
H (0.2638, 0.5915, 2.3672)  -0.073
H (-2.2298, -0.3684, 1.4966)  -0.008

***

[8]
Computed, not measured: a molecular structure, C5H11NO2, with ωB97M-V with the def2-TZVPD basis set.

E_HOMO (alpha / beta) = -3.4 / -2.5 eV
Charge = -1
Energy relative to the best compared isomer or geometry (same formula, charge and spin) = 547.8 kJ/mol
Calculated total energy = -10942.1598 eV
Multiplicity = 2
Max |F| = 0.137 hartree/bohr
Kohn-Sham gap (alpha / beta) = 6.482 / 5.675 eV

Last column: Mulliken spin population.
Element x y z (Å)
H (2.5427, -0.1785, -1.3386)  -0.006
H (-3.5976, 0.2921, 0.7514)  0.000
H (-1.9326, -0.3459, 0.8529)  0.000
C (0.3156, 0.1658, 0.5876)  0.022
H (0.5599, -1.7254, -0.4460)  0.003
H (1.1651, 0.9248, 0.6523)  -0.016
H (1.4299, -1.6837, 1.0678)  0.000
H (2.9177, 0.1351, 0.3082)  -0.016
O (-2.0844, -1.0766, -1.2622)  0.000
C (2.5207, -0.6579, -0.3580)  0.048
O (2.6349, 1.7546, 1.0606)  0.954
C (1.1590, -1.0713, 0.1958)  -0.002
C (-2.6072, 0.5930, 0.4048)  -0.001
N (-0.4644, 0.5467, -0.6140)  -0.002
C (-1.8574, -0.1521, -0.5133)  -0.001
H (-2.7242, 1.6546, 0.2085)  0.001
H (3.1972, -1.5157, -0.3016)  0.003
H (-0.8605, 1.4780, -0.5160)  0.002
H (-0.2208, 0.0432, 1.5309)  0.009

***

[9]
Computed, not measured: 2 unconnected molecules or ions with the total composition C5H11NO2, with ωB97M-V with the def2-TZVPD basis set.

E_HOMO (alpha / beta) = 0.9 / -3.5 eV
Charge = -1
Energy relative to the best compared isomer or geometry (same formula, charge and spin) = 199.7 kJ/mol
Calculated total energy = -10945.7673 eV
Multiplicity = 2
Max |F| = 0.089 hartree/bohr
Kohn-Sham gap (alpha / beta) = 2.767 / 7.059 eV

Last column: Mulliken spin population.
Element x y z (Å)
C (0.2647, 0.5674, -2.4053)  0.860
C (0.5714, 0.2870, 0.6742)  0.036
H (-0.3108, 0.8716, 0.2863)  0.078
N (-0.5797, -0.0748, 2.7614)  0.006
H (2.3179, 0.8649, -2.1722)  -0.204
H (-2.5562, -0.9892, 1.1136)  0.000
H (1.2305, 2.0428, -1.1923)  -0.013
O (-0.8578, 0.2441, -2.0901)  -0.051
H (2.7105, 0.4270, 0.1927)  -0.066
C (1.4470, 1.0222, -1.5020)  -0.054
C (0.5394, -0.1780, 1.9270)  0.087
H (0.5117, 0.5541, -3.4632)  0.041
H (1.8801, -0.8767, -0.6007)  -0.059
H (-1.3003, 0.7339, 2.6608)  -0.012
H (-2.5101, -1.3864, -0.3641)  0.008
C (1.7514, 0.1405, -0.2150)  0.372
O (-2.4540, -1.7228, 0.5110)  -0.022
H (-0.4009, -0.2805, 3.7382)  0.003
H (1.5364, -0.6436, 2.2309)  -0.010

***

[10]
Computed, not measured: a gas-phase ion, C5H11NO2 (charge -2), with ωB97M-V with the def2-TZVPD basis set.

E_HOMO = 0.9 eV
Charge = -2
Energy relative to the best compared isomer or geometry (same formula, charge and spin) = 192.4 kJ/mol
Calculated total energy = -10943.2485 eV
Multiplicity = 1
Max |F| = 0.047 hartree/bohr
SMILES = CN[C@H](C[O-])CC[O-]
Kohn-Sham gap = 5.880 eV

Last column: Löwdin charge in e.
Element x y z (Å)
H (-1.4508, -0.9977, -1.4334)  0.063
C (-0.5807, 0.4970, -0.0414)  -0.309
H (-2.3479, 0.5803, -1.3832)  0.051
O (2.7315, 0.1809, -1.9235)  -0.429
H (1.5072, 1.6282, -2.0940)  0.073
H (1.0990, -0.9055, 1.4544)  0.008
H (0.6562, -0.4253, 3.1039)  0.060
H (-0.2595, -1.6649, 2.1647)  0.052
H (-1.6011, -0.2565, 1.6797)  0.056
C (0.2714, -0.7218, 2.0641)  -0.174
O (-2.7846, -0.6887, 0.1224)  -0.413
N (-0.7067, 0.2519, 1.4610)  -0.102
C (1.8366, 0.9272, -1.2407)  -0.577
H (0.4073, -0.5272, -1.6703)  0.086
H (2.1059, 1.5683, -0.3493)  0.065
H (1.1062, -0.8414, -0.1842)  0.082
C (0.6723, 0.0276, -0.7344)  -0.230
H (-0.7672, 1.5682, -0.2259)  0.098
C (-1.8951, -0.2007, -0.7699)  -0.460